# 1
Here is an isolated ion of composition C8H16BrNO2PS2 and charge +1 in a non-equilibrium geometry from OMol25. Energies are from ωB97M-V/def2-TZVPD.

Largest force on an atom   0.1612 hartree/bohr
2S+1   1
E_HOMO   -12.505 eV
Gap between HOMO and LUMO   7.39 eV
Total charge   +1
DFT total energy   -4230.8870 hartree

Each line ends with the Mulliken charge.
Positions of all 31 atoms, in Å:
C -1.222 4.165 0.945  -0.9103
C -0.469 2.838 0.341  -0.5218
P -1.644 1.331 0.055  0.1872
C -2.221 0.550 1.699  -0.5298
C -1.270 0.882 2.997  -0.7105
C -0.543 0.094 -0.970  0.0358
N 0.575 -0.609 -0.590  -0.0227
C 1.115 -1.415 -1.772  -0.3237
S 1.573 -3.215 -1.530  1.0589
C 2.344 -3.523 0.182  -0.8243
O 2.735 -3.518 -2.555  -0.5699
O 0.397 -4.210 -1.819  -0.5723
C 0.379 -1.008 -3.217  -0.3227
Br 0.305 -2.373 -4.677  0.0450
S -1.199 -0.090 -2.728  0.1158
H -0.648 5.124 0.533  0.3045
H -1.079 4.220 2.129  0.2600
H -2.340 4.293 0.620  0.2951
H 0.405 2.461 1.057  0.3310
H 0.056 3.024 -0.715  0.3454
H -2.383 -0.630 1.619  0.3400
H -3.300 0.987 1.964  0.3535
H -1.880 0.719 4.010  0.3254
H -0.287 0.233 2.962  0.1828
H -1.020 2.042 2.979  0.1273
H 0.977 -0.534 0.385  0.3488
H 2.181 -0.902 -1.935  0.3180
H 2.339 -2.538 0.836  0.2416
H 1.642 -4.315 0.712  0.3307
H 3.445 -3.962 0.111  0.3343
H 1.037 -0.121 -3.630  0.4269

# 2
Here is a 2-piece molecular cluster, C8H16BrNO5S overall in a non-equilibrium geometry from OMol25. Energies are from ωB97M-V/def2-TZVPD.

SMILES   C[C@@H](Br)C[C@H]1COS(=O)(=O)O1.CNC(C)=O
Largest force on an atom   0.1321 hartree/bohr
2S+1   1
E_HOMO   -9.468 eV
Gap between HOMO and LUMO   9.41 eV
DFT total energy   -3717.4226 hartree

Each line ends with the Mulliken charge.
Positions of all 32 atoms, in Å:
C 2.475 -0.123 2.729  -1.0522
C 1.601 1.048 1.980  -0.0813
Br 1.438 0.535 0.055  -0.1472
C 0.192 1.441 2.720  -0.7776
C -1.031 0.369 2.504  0.3628
C -2.222 1.051 3.461  -0.4262
O -3.553 1.110 2.775  -0.3368
S -3.359 -0.079 1.521  1.0139
O -3.512 -1.445 2.233  -0.5197
O -4.468 0.285 0.475  -0.5078
O -1.734 0.344 1.179  -0.2586
H 2.739 0.172 3.844  0.3072
H 2.018 -1.209 2.633  0.2874
H 3.523 -0.177 2.158  0.3303
H 2.279 2.030 2.008  0.3188
H -0.161 2.526 2.370  0.3592
H 0.365 1.521 3.898  0.3349
H -0.916 -0.682 3.047  0.2483
H -2.012 2.195 3.627  0.2960
H -2.444 0.555 4.499  0.2386
C -0.258 -2.145 -4.017  -0.8416
N 0.833 -1.521 -3.306  -0.1217
C 1.562 -0.427 -3.669  0.8005
C 1.222 0.249 -4.967  -1.3082
O 2.465 -0.026 -2.938  -0.6413
H -1.137 -2.129 -3.369  0.2739
H 0.019 -3.182 -4.220  0.2902
H -0.488 -1.639 -4.955  0.3206
H 1.121 -1.921 -2.420  0.2358
H 1.889 1.104 -5.119  0.2907
H 1.359 -0.447 -5.799  0.3624
H 0.193 0.615 -4.941  0.3486

# 3
Here is C8H16Cl2N2RhS as an isolated structure in a non-equilibrium geometry from OMol25. Energies are from ωB97M-V/def2-TZVPD.

Largest force on an atom   0.1048 hartree/bohr
2S+1   5
E_HOMO (alpha / beta)   -2.017 / -4.499 eV
Gap between HOMO and LUMO (alpha / beta)   4.82 / 7.06 eV
Total charge   -1
⟨S²⟩   6.015
DFT total energy   -1852.9354 hartree

Each line ends with the Mulliken charge.
Positions of all 30 atoms, in Å:
Rh 0.353 -0.379 -0.198  -0.3189
Cl -0.130 -2.541 -0.838  -0.5302
Cl 0.785 1.951 0.566  -0.5942
C 2.095 -0.291 -0.983  -1.0522
H 2.781 0.455 -0.569  0.3168
H 2.502 -1.246 -1.337  0.3476
C -0.946 0.816 -0.926  -0.1387
C 0.952 0.305 -1.904  0.3640
H -1.578 1.184 -0.083  0.4058
C 0.840 -0.499 -3.187  -1.0517
H 1.060 1.380 -2.071  0.5070
C -0.382 -0.152 -4.034  -0.8777
H 1.767 -0.341 -3.759  0.3358
H 0.820 -1.569 -2.932  0.2796
C -1.630 -0.155 -3.153  -0.3430
H -0.241 0.843 -4.482  0.3461
H -0.492 -0.873 -4.856  0.3498
C -1.608 1.071 -2.209  -0.7948
H -2.528 -0.116 -3.779  0.3495
H -1.665 -1.081 -2.561  0.1941
H -1.126 1.951 -2.674  0.2812
H -2.653 1.346 -1.983  0.3132
N 0.167 0.906 3.275  -0.2168
C -0.055 -0.399 3.185  0.5826
N 0.146 -1.167 4.271  -0.4605
S -0.746 -1.171 1.821  -0.3100
H 0.521 1.286 4.145  0.1793
H 0.254 1.464 2.401  0.1189
H 0.076 -2.168 4.146  0.2259
H 0.662 -0.806 5.063  0.1915